Record 1
Molecular formula: C14H32CaClF4K2LiN2O15PSi2
Method: DFT, ωB97M-V with the def2-TZVPD basis set

The geometry in XYZ format:
```
75
Properties=species:S:1:pos:R:3:lowdin_charge:R:1
C 7.30 -1.05 -0.65 -0.20
C 5.94 -0.10 -0.62 -0.58
O 5.73 0.56 0.56 -0.18
N 5.00 0.13 -1.77 -0.13
C 5.62 -0.07 -3.12 -0.45
C 6.67 1.13 -3.64 -0.04
O 5.49 -1.11 -3.95 -0.15
Si 3.39 -0.60 -1.56 0.36
O 3.11 -0.93 0.18 -0.19
C 2.07 0.79 -1.99 -0.22
C 2.24 2.13 -1.01 -0.17
C 3.56 3.03 -1.40 -0.14
F 4.06 2.98 -2.83 -0.20
C 4.33 3.84 -0.40 -0.06
F 5.78 3.59 -0.11 -0.01
F 3.54 4.92 0.30 -0.04
O 3.10 -2.12 -2.39 -0.50
Si 1.96 -1.95 -3.72 0.62
H 8.13 -0.41 -0.07 0.13
H 7.73 -1.24 -1.72 0.08
H 7.18 -2.06 -0.07 0.04
H 6.11 1.93 -4.29 0.07
H 7.04 1.67 -2.65 0.09
H 7.62 0.66 -4.16 0.09
H 2.13 -1.07 0.33 0.06
H 0.99 0.37 -1.74 0.09
H 2.17 1.18 -3.10 0.08
H 2.17 1.85 0.14 0.14
H 1.28 2.81 -1.23 0.07
H 0.56 -1.89 -3.33 -0.06
H 2.20 -3.08 -4.66 -0.06
H 2.38 -0.75 -4.49 -0.04
F 0.06 2.87 -0.36 -0.65
K 3.46 5.27 -2.78 1.00
Ca 5.56 -2.38 -1.29 1.21
C -2.85 -1.88 -2.00 -0.05
C -1.68 -2.37 -1.15 -0.43
C -2.11 -3.21 0.07 -0.18
O -2.63 -2.45 1.16 -0.21
C -4.00 -2.10 1.04 -0.22
N -0.87 -1.21 -0.75 0.05
H -3.40 -1.06 -1.53 0.07
H -2.49 -1.51 -2.97 0.07
H -3.56 -2.69 -2.20 0.09
H -1.06 -3.01 -1.80 0.12
H -1.22 -3.72 0.46 0.12
H -2.81 -4.01 -0.22 0.13
H -4.58 -2.88 0.54 0.10
H -4.10 -1.15 0.50 0.01
H -4.40 -1.96 2.04 0.01
H -0.04 -1.55 -0.26 0.06
H -1.39 -0.71 -0.02 0.07
O 3.95 10.37 -2.08 -0.21
P 2.72 10.33 -3.01 -0.11
O 2.85 11.44 -4.07 -0.17
O 1.44 10.56 -2.18 -0.20
O 2.65 8.96 -3.70 -0.28
K -4.18 0.10 2.48 0.95
Li -1.18 3.50 1.46 0.86
O -6.69 -1.40 -0.03 -0.54
H -6.47 -2.20 -0.46 -0.22
C -5.44 -3.93 6.75 -0.10
C -6.63 -3.50 5.91 -0.32
O -6.19 -3.07 4.63 -0.09
H -4.73 -3.10 6.86 0.07
H -5.77 -4.25 7.75 0.07
H -4.91 -4.75 6.27 0.06
H -7.15 -2.66 6.39 0.09
H -7.34 -4.32 5.79 0.12
H -5.73 -3.83 4.22 0.08
O -7.48 0.15 5.01 -0.41
Cl -8.74 -0.34 5.54 0.63
O -9.77 0.67 5.36 -0.38
O -8.58 -0.63 6.95 -0.40
O -9.12 -1.55 4.84 -0.37
```

M = 792.2 g mol⁻¹
Lowest unoccupied orbital energy = -1.646 eV
E = -5455.053000 Ha
Charge = -1

Record 2
Molecular formula: C14H32InN2O4
Method: DFT, ωB97M-V with the def2-TZVPD basis set

The geometry in XYZ format:
```
53
Properties=species:S:1:pos:R:3:lowdin_charge:R:1
C 4.84 1.31 1.23 -0.10
C 5.32 0.14 0.27 -0.27
O 5.00 0.32 -1.12 -0.17
C 3.60 0.54 -1.34 -0.18
C 2.64 -0.46 -0.58 -0.19
O 3.04 -1.85 -0.68 -0.18
C 1.95 -2.73 -0.38 -0.16
C 1.35 -2.55 1.10 -0.20
O -0.05 -2.20 1.08 -0.28
C -0.29 -0.82 1.45 -0.29
In -1.99 -0.11 0.08 0.77
C -1.17 1.13 -1.65 -0.24
C -1.76 0.54 -2.99 -0.35
O -1.21 1.25 -4.16 -0.15
C -3.00 -1.93 -0.80 -0.32
N -3.48 -2.95 0.19 -0.22
C -3.67 -2.38 1.55 -0.21
N -3.35 1.17 1.19 -0.07
C -2.82 2.35 1.16 -0.56
C -1.56 2.72 2.10 -0.09
C -3.31 3.51 0.19 -0.10
H 3.72 1.46 1.27 0.06
H 5.15 1.01 2.29 0.08
H 5.31 2.31 1.02 0.08
H 5.00 -0.87 0.69 0.12
H 6.46 0.13 0.33 0.12
H 3.42 0.38 -2.45 0.14
H 3.27 1.61 -1.13 0.13
H 1.59 -0.40 -1.01 0.12
H 2.60 -0.19 0.51 0.09
H 2.34 -3.79 -0.46 0.12
H 1.11 -2.63 -1.14 0.14
H 1.43 -3.58 1.60 0.12
H 1.92 -1.83 1.75 0.12
H 0.57 -0.12 1.24 0.03
H -0.56 -0.69 2.55 0.05
H -0.05 1.01 -1.66 0.02
H -1.48 2.22 -1.55 0.03
H -2.89 0.59 -3.08 0.10
H -1.40 -0.54 -3.06 0.10
H -1.81 1.13 -4.91 0.06
H -2.21 -2.45 -1.46 0.03
H -3.80 -1.57 -1.51 0.03
H -4.41 -3.23 -0.15 0.07
H -2.69 -2.22 2.11 0.07
H -4.23 -3.17 2.15 0.07
H -4.32 -1.44 1.56 0.07
H -1.39 1.83 2.76 0.06
H -1.71 3.69 2.66 0.06
H -0.65 2.89 1.43 0.07
H -3.54 3.11 -0.84 0.06
H -4.27 4.02 0.55 0.07
H -2.55 4.35 0.07 0.06
```

M = 407.2 g mol⁻¹
Lowest unoccupied orbital energy = 2.798 eV
E = -1153.036991 Ha
Charge = -1

Record 3
Molecular formula: C14H32N4OP2SSc
Method: DFT, ωB97M-V with the def2-TZVPD basis set

The geometry in XYZ format:
```
55
Properties=species:S:1:pos:R:3:mulliken_spin:R:1
Sc -0.15 -0.14 -0.82 -0.09
P 0.02 2.56 -0.21 -0.01
P 2.09 -1.77 -0.83 -0.01
N -2.17 0.41 -1.02 0.31
N -1.00 -1.95 -1.46 0.21
H -3.91 -0.40 -1.93 0.02
H -2.94 -2.82 -1.34 0.01
H -3.65 -0.93 -0.27 0.03
C -3.12 -0.68 -1.21 -0.03
H -2.59 -1.98 -2.85 0.02
C -2.43 -1.94 -1.76 -0.02
H -3.68 1.81 -0.68 0.01
H -0.78 -3.94 -2.09 0.00
C -2.59 1.64 -0.71 -0.10
C -0.26 -3.05 -1.69 -0.09
C -1.75 2.72 -0.43 0.39
C 1.12 -3.14 -1.48 0.27
H -2.24 3.68 -0.28 0.00
H 1.58 -4.08 -1.77 0.00
H 3.07 -1.74 -1.89 0.01
H 2.80 -2.51 0.16 0.01
H 0.39 3.44 -1.28 0.02
H 0.15 3.45 0.90 0.01
H -0.35 -1.36 -3.87 0.00
C -0.05 -0.35 -4.17 0.00
C 1.41 -0.33 -4.54 0.00
C -1.00 0.19 -5.21 0.00
O -0.15 0.51 -2.92 0.00
H 1.58 -0.88 -5.47 0.00
H 1.73 0.71 -4.69 0.00
H 2.04 -0.78 -3.76 0.00
H -2.05 0.11 -4.90 0.00
H -0.77 1.24 -5.43 0.00
H -0.90 -0.37 -6.15 0.00
H -1.08 0.85 -2.84 0.00
C 0.41 2.96 4.46 0.00
C -0.06 1.52 4.42 0.00
N -0.16 1.06 3.01 0.00
C 0.14 -0.20 2.62 -0.01
S -0.82 -1.01 1.46 0.02
N 1.19 -0.84 3.15 0.00
C 2.41 -0.19 3.67 0.00
C 2.83 -0.87 4.96 0.00
H 1.37 3.08 3.95 0.00
H 0.53 3.28 5.50 0.00
H -0.32 3.63 3.99 0.00
H 0.60 0.85 4.97 0.00
H -1.06 1.43 4.87 0.00
H -0.96 1.46 2.51 0.00
H 1.33 -1.78 2.76 0.00
H 3.20 -0.30 2.91 0.00
H 2.22 0.87 3.80 0.00
H 3.11 -1.92 4.78 0.00
H 3.68 -0.35 5.40 0.00
H 2.00 -0.86 5.68 0.00
```

M = 411.4 g mol⁻¹
Lowest unoccupied orbital energy (alpha / beta) = -6.215 / -9.138 eV
E = -2688.006137 Ha
Multiplicity = 2
⟨S²⟩ = 0.8094
Charge = +2

Question: Look up the M of the third one.
Answer: 411.4 g mol⁻¹

Question: E of number 1 (C14H32CaClF4K2LiN2O15PSi2)?
Answer: -5455.053000 Ha

Question: The highest M belongs to which entry?
Answer: C14H32CaClF4K2LiN2O15PSi2